(1)
ORCA calculation (ωB97M-V with the def2-TZVPD basis set) on a structure of composition C30H31F5N7O5Sc in a non-equilibrium geometry.

Its multiplicity is 1. As for the net charge: -2. The value obtained for the relative energy (zero: lowest compared OMol25 entry of this formula, charge and spin) is 21.5 kcal/mol. As for the LUMO energy: 4.049 eV. The total energy is -86574.331 eV.

CARTESIAN COORDINATES (ANGSTROEM)
1 Sc 0.07543 -1.10517 -0.36654
2 C -0.99448 -5.22962 -1.49504
3 C -0.15384 -4.17826 -0.80117
4 O -0.18647 -3.02903 -1.32931
5 C 0.58172 -4.54479 0.32116
6 C 1.41929 -3.67943 1.07508
7 C 2.29117 -4.30182 2.13745
8 N 1.45131 -2.39170 0.87507
9 N 2.40928 -1.69897 1.62375
10 C 2.44317 -0.45519 1.25622
11 O 1.70400 0.09771 0.35285
12 C 3.46556 0.39272 1.94231
13 C 4.02667 1.48732 1.29324
14 C 4.97480 2.28318 1.92183
15 C 5.37204 1.99801 3.22038
16 C 4.81956 0.90293 3.87664
17 C 3.87887 0.10662 3.24354
18 H -0.67886 -5.31351 -2.53780
19 H -2.03203 -4.89055 -1.47877
20 H -0.92952 -6.20555 -1.01341
21 H 0.53359 -5.57973 0.63315
22 H 2.15334 -5.38264 2.15311
23 H 2.04164 -3.88643 3.11545
24 H 3.34011 -4.06344 1.96097
25 H 3.73251 1.68777 0.27027
26 H 5.40395 3.12693 1.39371
27 H 6.10319 2.62383 3.71917
28 H 5.11956 0.67323 4.89286
29 H 3.43997 -0.74838 3.73951
30 N -1.05990 -0.20000 -2.28113
31 C -0.16253 0.78932 -2.83990
32 C -0.69726 1.54406 -4.06663
33 C 0.27526 2.39681 -4.88685
34 C 1.10703 3.47955 -4.16813
35 N 0.61438 3.96065 -2.87930
36 C 1.00199 3.51137 -1.66975
37 N 2.01103 2.66339 -1.52226
38 N 0.38268 3.99260 -0.57995
39 C 1.24828 0.16822 -2.94235
40 O 2.13787 0.86665 -3.51492
41 O 1.40815 -0.90677 -2.34800
42 H -1.23981 -1.00131 -2.87299
43 H -1.90040 0.16381 -1.85123
44 H -0.07601 1.50868 -2.03073
45 H -1.52759 2.16627 -3.70862
46 H -1.15703 0.82443 -4.75242
47 H -0.29749 2.86846 -5.69384
48 H 1.00238 1.73267 -5.35032
49 H 1.19281 4.36492 -4.80291
50 H 2.11372 3.10366 -4.01506
51 H -0.29295 4.39661 -2.87848
52 H 2.23030 2.02252 -2.31258
53 H 2.03726 2.18347 -0.62047
54 H -0.52350 4.41267 -0.73238
55 H 0.28466 3.26403 0.13288
56 N -1.66681 -1.31394 0.46465
57 C -2.75944 -1.94889 0.81986
58 C -4.08950 -1.42775 0.59838
59 C -5.23546 -2.12134 0.92823
60 C -5.18970 -3.38767 1.52023
61 C -3.92063 -3.92027 1.77867
62 C -2.76155 -3.24520 1.45927
63 H -4.15951 -0.44065 0.14775
64 H -6.20181 -1.66366 0.72262
65 H -6.09462 -3.92543 1.77919
66 H -3.83829 -4.90038 2.24576
67 H -1.79358 -3.68723 1.67041
68 F -3.89970 3.20921 4.22086
69 C -3.15617 2.80658 3.16454
70 C -3.32790 3.36991 1.91914
71 F -4.25622 4.33444 1.73512
72 C -2.53955 2.95868 0.86267
73 F -2.74155 3.56367 -0.35164
74 C -1.54206 1.95920 0.94703
75 O -0.84864 1.61782 -0.07011
76 C -1.37999 1.43956 2.26042
77 F -0.39779 0.57235 2.50852
78 C -2.16382 1.84662 3.31822
79 F -1.95460 1.33159 4.54286

Cartesian forces (eV/Å) of the 6 atoms listed first:
-1.30 -0.43 -0.25
-0.01 0.00 0.01
-0.01 0.01 0.04
0.10 0.06 0.01
-0.03 0.00 -0.04
0.00 0.04 0.00

=====

(2)
ORCA calculation (ωB97M-V with the def2-TZVPD basis set) on a cluster of 2 separate species, C15H18O in total in a non-equilibrium geometry.

Its multiplicity is 1. The SMILES is CCc1ccc(O)cc1.Cc1ccccc1. The value obtained for the relative energy (zero: lowest compared OMol25 entry of this formula, charge and spin) is 53.1 kcal/mol. As for the LUMO energy: 0.756 eV. The total energy is -17892.371 eV.

CARTESIAN COORDINATES (ANGSTROEM)
1 C -2.30864 1.96577 -0.22287
2 C -1.33258 1.62722 -2.50487
3 C -2.14881 1.18253 -1.45014
4 C -1.12199 0.90323 -3.68724
5 C -1.78795 -0.42509 -3.92709
6 C -2.65296 -0.18211 -1.51176
7 C -2.45062 -0.80921 -2.72563
8 H -0.86108 2.57849 -2.34101
9 H -0.23528 1.11525 -4.27180
10 H -1.47367 2.63562 -0.01545
11 H -2.62133 1.46132 0.65285
12 H -1.44440 -1.15235 -4.65182
13 H -3.10457 -0.62560 -0.61796
14 H -2.52273 -1.90326 -2.61547
15 H -3.17947 2.67456 -0.33565
16 C 1.07601 0.05847 -0.25662
17 C 2.38187 0.94443 -0.49040
18 C 1.25133 -0.60232 1.11538
19 C 1.21183 0.19183 2.30756
20 C 1.57993 -1.96055 1.24286
21 C 1.32885 -0.32338 3.57733
22 C 1.67964 -2.58843 2.49711
23 C 1.53689 -1.77551 3.64362
24 O 1.44802 -2.28115 4.94252
25 H 0.17732 0.64873 -0.24711
26 H 1.00431 -0.55911 -1.14573
27 H 2.65501 1.73301 0.15967
28 H 0.93287 1.23038 2.16044
29 H 1.59045 -2.52447 0.29973
30 H 1.09418 0.23861 4.39263
31 H 1.72546 -3.66171 2.50053
32 H 1.11492 -1.61069 5.59089
33 H 2.17287 1.43439 -1.47760
34 H 3.28435 0.36108 -0.58690

Cartesian forces (eV/Å) of the 6 atoms listed first:
-1.28 2.63 -0.24
-0.97 -0.61 -0.20
-0.25 -2.87 -0.60
-0.76 -3.08 -0.22
1.44 4.01 4.07
1.06 3.68 -0.77

=====

(3)
ORCA calculation (ωB97M-V with the def2-TZVPD basis set) on a cluster of 16 separate species, C62H151N5O22 in total in a non-equilibrium geometry.

Its multiplicity is 1. The value obtained for the relative energy (zero: lowest compared OMol25 entry of this formula, charge and spin) is 0.0 kcal/mol. As for the LUMO energy: 0.516 eV. The total energy is -119228.407 eV.

CARTESIAN COORDINATES (ANGSTROEM)
1 C 0.71964 4.15523 -3.50404
2 C -0.15825 3.11467 -4.14564
3 O -0.97808 2.36286 -3.26321
4 O -0.00698 5.22710 -2.97268
5 H 1.40529 4.55637 -4.27721
6 H 1.22175 3.64088 -2.67808
7 H 0.50898 2.35968 -4.60225
8 H -0.87617 3.46754 -4.93521
9 H -1.86414 2.71750 -3.45363
10 H 0.44482 5.51717 -2.16812
11 C 0.19228 0.26417 0.96759
12 C 0.44996 0.81323 -0.46039
13 O -0.01053 2.21454 -0.63229
14 O 1.09305 0.69761 1.95708
15 H 0.28765 -0.84200 0.81001
16 H -0.83156 0.52456 1.23983
17 H -0.14183 0.12561 -1.08978
18 H 1.47401 0.69528 -0.68492
19 H -0.41758 2.21343 -1.54203
20 H 0.67826 0.74766 2.89558
21 C -6.37875 0.83557 -4.35660
22 C -7.16932 1.18387 -3.14165
23 O -6.98230 2.50740 -2.78036
24 O -5.01013 0.72638 -4.03722
25 H -6.59347 1.54198 -5.17716
26 H -6.78579 -0.16281 -4.58641
27 H -6.77836 0.50275 -2.36645
28 H -8.21853 0.87605 -3.31615
29 H -6.40378 2.61192 -1.97715
30 H -4.48698 0.31204 -4.74479
31 C 3.63670 -1.72496 1.66704
32 C 5.03080 -2.13143 1.72979
33 O 5.88387 -1.42643 2.59101
34 O 3.49443 -0.46746 0.98422
35 H 3.28055 -1.63049 2.72504
36 H 2.92892 -2.44184 1.20199
37 H 5.47862 -2.14024 0.67654
38 H 5.01213 -3.19583 2.08784
39 H 6.07950 -0.51840 2.25707
40 H 2.72109 0.04204 1.32409
41 C -4.95307 5.07307 -2.32783
42 C -4.50290 4.13294 -3.46208
43 O -3.86104 2.92505 -2.99836
44 O -6.09810 4.67781 -1.60227
45 H -5.21553 6.00558 -2.71691
46 H -4.10549 5.12357 -1.62777
47 H -3.72358 4.66403 -4.06667
48 H -5.39020 3.91557 -4.05732
49 H -4.37311 2.17385 -3.35449
50 H -6.83313 4.61900 -2.23623
51 C -1.27069 -0.16056 -5.63063
52 C -2.44060 -0.62918 -6.55374
53 O -3.68323 -1.01974 -5.93600
54 O -0.78372 -1.26920 -4.86253
55 H -1.63778 0.69618 -5.07978
56 H -0.53686 0.20757 -6.39240
57 H -2.00835 -1.48442 -7.01390
58 H -2.65538 0.05854 -7.32874
59 H -3.51140 -1.84690 -5.47499
60 H -0.34361 -1.00035 -4.09470
61 C -2.78490 -4.62917 -4.53835
62 O -2.87781 -3.22376 -4.49366
63 H -3.55834 -5.07736 -5.19050
64 H -1.80235 -4.85336 -4.91497
65 H -2.93205 -5.06601 -3.57320
66 H -2.01670 -2.82873 -4.23115
67 C 5.22774 2.37945 1.96249
68 O 5.78608 1.47386 1.08040
69 H 4.83541 1.94259 2.92055
70 H 6.02425 3.09802 2.12901
71 H 4.37467 2.86487 1.52237
72 H 5.09328 0.82742 0.80598
73 C 1.38095 -2.94478 -1.72348
74 O 0.38315 -2.12692 -2.30882
75 H 0.92261 -3.80632 -1.30336
76 H 2.08764 -3.20677 -2.56623
77 H 1.89058 -2.51531 -0.88483
78 H -0.07357 -1.70074 -1.56192
79 C -5.58027 1.08436 1.17733
80 O -4.47130 1.15650 2.07757
81 H -5.96330 0.04171 1.41032
82 H -6.32730 1.88219 1.31483
83 H -5.23100 1.14324 0.15060
84 H -3.78273 1.71641 1.83747
85 C -2.82970 3.61286 0.86591
86 O -1.82937 2.84727 1.39802
87 H -2.45745 4.38413 0.17914
88 H -3.59347 3.01477 0.31080
89 H -3.38332 4.17987 1.60125
90 H -1.25346 2.56991 0.66254
91 C -2.14892 -3.12633 -0.53665
92 C -3.54817 -2.41222 -0.55370
93 C -4.55932 -3.31355 -1.23189
94 C -4.93183 -4.55487 -0.38526
95 C -5.49167 -3.99810 0.90901
96 C -4.47291 -3.09540 1.72542
97 N -4.02014 -2.03553 0.79441
98 O -3.12161 -1.21596 1.49227
99 C -5.29168 -2.43745 2.85163
100 C -3.32688 -3.82818 2.41722
101 C -3.52338 -1.08125 -1.28177
102 H -1.67046 -3.10134 -1.54265
103 H -2.24175 -4.12291 -0.18368
104 H -1.53308 -2.65369 0.25515
105 H -5.51097 -2.72712 -1.43160
106 H -4.12302 -3.57115 -2.19540
107 H -4.03395 -5.11824 -0.22732
108 H -5.62735 -5.27084 -0.79052
109 H -5.80625 -4.85355 1.49233
110 H -6.34522 -3.34527 0.70384
111 H -4.66789 -1.82801 3.50481
112 H -6.04135 -1.80381 2.36494
113 H -5.84523 -3.17811 3.46191
114 H -3.65545 -4.79121 2.83935
115 H -2.53585 -4.05436 1.68633
116 H -2.92669 -3.19355 3.20893
117 H -3.35639 -1.16608 -2.36776
118 H -2.79414 -0.42673 -0.81358
119 H -4.47953 -0.63150 -1.19426
120 H -3.68439 -0.50738 1.79636
121 C -1.00329 -6.72207 4.62938
122 C -0.13667 -7.65705 3.75679
123 C -0.92575 -8.15822 2.54674
124 C -0.95855 -7.10634 1.44584
125 C 0.45836 -6.63204 1.03220
126 C 1.18144 -6.02363 2.23949
127 N 1.13939 -7.12469 3.29561
128 O 1.84640 -6.62653 4.44756
129 C 2.65241 -5.76368 1.78776
130 C 0.51703 -4.73683 2.74516
131 C 0.01522 -8.97696 4.59091
132 H -1.84149 -7.28608 5.15501
133 H -1.41362 -5.89562 4.03538
134 H -0.32743 -6.27285 5.44177
135 H -0.43037 -9.06299 2.14585
136 H -1.91616 -8.43141 2.90875
137 H -1.66336 -6.28300 1.75294
138 H -1.42631 -7.74323 0.63161
139 H 0.32280 -5.93546 0.30023
140 H 0.97728 -7.53765 0.73978
141 H 3.14082 -6.68145 1.47641
142 H 2.64156 -5.08933 0.93835
143 H 3.22199 -5.33956 2.60844
144 H 0.80647 -3.94961 2.11310
145 H -0.55842 -4.80893 2.61627
146 H 0.84186 -4.60280 3.81612
147 H -1.00233 -9.21141 4.78031
148 H 0.63347 -8.79842 5.47879
149 H 0.48472 -9.80433 4.00058
150 H 2.55721 -7.26662 4.57974
151 C -0.69215 6.67600 0.49535
152 C 0.77716 6.32859 0.79292
153 C 0.79645 4.76717 0.92546
154 C 2.27753 4.29383 1.16692
155 C 3.00842 4.57511 -0.14876
156 C 3.04488 6.09870 -0.44029
157 N 1.60479 6.60010 -0.42328
158 O 1.70072 8.00250 -0.63161
159 C 3.98889 6.92073 0.52562
160 C 3.54815 6.23108 -1.84315
161 C 1.12364 7.09813 2.08368
162 H -0.90271 6.40160 -0.56081
163 H -0.97131 7.72551 0.58600
164 H -1.36464 6.13137 1.11502
165 H 0.11768 4.45888 1.72921
166 H 0.36382 4.35511 0.01771
167 H 2.33994 3.21709 1.45349
168 H 2.71879 4.91333 1.92733
169 H 2.40097 4.11922 -0.97077
170 H 3.99770 4.16733 -0.19551
171 H 5.04111 6.54829 0.30468
172 H 3.93938 7.95211 0.29532
173 H 3.84954 6.69978 1.53948
174 H 3.50369 7.20904 -2.29809
175 H 4.58682 5.96402 -1.84676
176 H 3.05521 5.54710 -2.53393
177 H 1.05336 8.18386 1.85449
178 H 2.03643 6.71060 2.57947
179 H 0.31586 6.89678 2.77850
180 H 0.92995 8.14829 -1.20526
181 C 1.29476 2.05848 6.67989
182 C 1.38124 1.62642 5.21940
183 C 2.51909 0.64723 4.96804
184 C 2.22700 -0.75500 5.52403
185 C 0.90483 -1.24837 4.96280
186 C -0.30369 -0.35034 5.13946
187 N 0.13911 1.01100 4.67429
188 O -1.00693 1.86635 4.81489
189 C -1.37769 -0.81329 4.21202
190 C -0.87792 -0.53271 6.55560
191 C 1.72321 2.87299 4.35943
192 H 1.90026 2.96028 6.83008
193 H 1.47481 1.33416 7.44670
194 H 0.26298 2.44296 6.84055
195 H 2.74424 0.50402 3.94695
196 H 3.44389 1.06412 5.34651
197 H 2.28524 -0.92562 6.63034
198 H 2.94689 -1.48595 5.10653
199 H 0.53044 -2.22699 5.36991
200 H 1.14940 -1.49212 3.92588
201 H -2.29447 -0.25099 4.40968
202 H -1.04489 -0.51118 3.21793
203 H -1.63395 -1.86014 4.12734
204 H -0.15178 -0.23262 7.30271
205 H -1.82022 -0.09242 6.66623
206 H -0.83219 -1.63307 6.68086
207 H 1.69340 2.47549 3.34419
208 H 2.72258 3.23596 4.50678
209 H 0.95302 3.63048 4.48458
210 H -1.11136 2.35484 3.96137
211 C 5.98046 2.20819 -4.82888
212 C 5.95945 1.11091 -3.78765
213 C 5.40730 1.59912 -2.41282
214 C 3.86269 1.67890 -2.36722
215 C 3.30608 0.37399 -2.89760
216 C 3.82710 -0.05289 -4.29710
217 N 5.28695 -0.16688 -4.17569
218 O 5.73581 -0.58232 -5.45980
219 C 3.30772 -1.52990 -4.53496
220 C 3.22594 0.81887 -5.39012
221 C 7.45679 0.68156 -3.51118
222 H 6.79637 2.88109 -4.59625
223 H 5.01879 2.69121 -4.87860
224 H 6.25883 1.74968 -5.75476
225 H 5.80436 0.99846 -1.58959
226 H 5.83515 2.59529 -2.24768
227 H 3.45745 2.56864 -2.92742
228 H 3.55443 1.78707 -1.33374
229 H 2.22016 0.40907 -2.99414
230 H 3.66814 -0.37421 -2.21077
231 H 3.80006 -2.14589 -3.83604
232 H 2.26357 -1.50315 -4.43721
233 H 3.51631 -1.93080 -5.56033
234 H 3.24189 1.90091 -5.23610
235 H 3.72039 0.49355 -6.31744
236 H 2.18664 0.61894 -5.49029
237 H 7.52537 -0.11421 -2.79720
238 H 7.94556 1.55850 -3.03568
239 H 7.86599 0.46279 -4.54616
240 H 6.15374 -1.40503 -5.19984

Cartesian forces (eV/Å) of the 6 atoms listed first:
-0.14 0.04 -0.16
-0.25 -0.87 -1.42
-0.49 0.47 0.31
-0.61 0.32 0.27
0.11 -0.52 0.36
0.50 -0.01 -0.28

=====

(4)
ORCA calculation (ωB97M-V with the def2-TZVPD basis set) on an isolated molecule of C3H7N3S2 in a non-equilibrium geometry.

Its multiplicity is 1. The SMILES is [H]/N=C(\NC)NSC=S. The value obtained for the relative energy (zero: lowest compared OMol25 entry of this formula, charge and spin) is 37.1 kcal/mol. As for the LUMO energy: -0.072 eV. The total energy is -29364.017 eV.

CARTESIAN COORDINATES (ANGSTROEM)
1 C -1.77376 1.13575 -0.06063
2 C -0.45269 -0.93583 0.02611
3 C 3.01114 0.21597 -0.08103
4 H -1.38010 1.65121 0.79888
5 H -1.17352 1.46531 -0.95342
6 H -2.79808 1.46672 -0.10908
7 H -2.44873 -0.88340 -0.29446
8 H -0.97655 -2.37672 -1.00845
9 H 0.22163 0.66472 1.20002
10 H 2.48296 1.09008 -0.48902
11 N -1.69426 -0.34207 0.17377
12 N -0.16478 -1.96924 -0.64000
13 N 0.51299 -0.24980 0.75082
14 S 2.04791 -0.88815 0.93489
15 S 4.58583 -0.04454 -0.24842

Cartesian forces (eV/Å) of the 6 atoms listed first:
0.84 -0.85 -0.39
0.08 0.50 0.03
-0.39 -0.72 0.78
0.25 0.27 0.40
-0.75 -0.32 0.63
-0.35 -0.17 -0.35